# 1
Density functional theory data (wB97M-V/def2-TZVPD) for a molecular structure, C27H39BF6N6O2PS3Ti in a non-equilibrium geometry.

Cartesian coordinates (Å):
Ti 0.045 1.508 0.799
C 2.847 -1.743 3.560
C 1.452 -2.043 3.120
C 0.571 -2.815 3.832
C -0.753 -3.051 3.377
N -1.154 -2.562 2.223
N -0.298 -1.811 1.516
B -0.882 -1.221 0.222
N -0.537 -2.329 -0.990
N -0.148 -3.456 -0.746
C -0.132 -4.521 -1.679
C 0.209 -4.407 -3.012
C 0.395 -3.266 -3.776
C 0.891 -3.388 -5.162
C 0.120 -1.933 -3.238
S 0.748 -0.565 -3.716
C -0.378 -5.845 -1.031
C 1.005 -6.582 -1.082
C -1.408 -6.651 -1.855
C -0.843 -5.726 0.423
N -2.403 -0.980 0.119
N -3.058 -2.122 -0.136
C -4.334 -2.080 -0.428
C -5.019 -0.844 -0.433
C -4.365 0.332 -0.181
C -5.083 1.643 -0.200
C -2.965 0.240 0.081
S -2.206 1.815 0.359
C -4.987 -3.396 -0.825
C -4.332 -3.832 -2.146
C -6.495 -3.240 -1.036
C -4.742 -4.445 0.265
C 0.936 -1.508 1.921
S 1.945 -0.419 0.964
C -1.735 -3.843 4.212
C -3.076 -3.992 3.501
C -1.135 -5.234 4.483
C -1.927 -3.088 5.540
H 3.046 -2.178 4.537
H 3.575 -2.154 2.856
H 3.013 -0.666 3.637
H 0.882 -3.243 4.778
H 0.359 -5.350 -3.524
H 0.534 -4.311 -5.622
H 0.664 -2.524 -5.780
H 1.988 -3.483 -5.115
H 1.254 -6.902 -2.093
H 1.815 -5.969 -0.682
H 0.907 -7.467 -0.453
H -1.132 -6.756 -2.903
H -1.456 -7.655 -1.434
H -2.398 -6.202 -1.787
H -0.076 -5.290 1.064
H -1.759 -5.138 0.510
H -1.054 -6.730 0.790
H -6.077 -0.824 -0.660
H -6.131 1.488 -0.445
H -5.027 2.133 0.774
H -4.656 2.321 -0.941
H -4.490 -3.096 -2.938
H -3.255 -3.982 -2.016
H -4.771 -4.774 -2.477
H -6.734 -2.593 -1.883
H -6.924 -4.218 -1.250
H -6.998 -2.861 -0.144
H -3.681 -4.547 0.495
H -5.266 -4.187 1.187
H -5.121 -5.411 -0.069
H -2.977 -4.568 2.580
H -3.766 -4.522 4.156
H -3.521 -3.025 3.256
H -0.986 -5.794 3.557
H -0.189 -5.187 5.025
H -1.828 -5.802 5.104
H -2.259 -2.060 5.378
H -2.693 -3.593 6.127
H -1.016 -3.074 6.142
O -0.289 -0.005 -0.112
O -0.910 -1.906 -2.217
F -0.195 1.227 2.507
P 1.178 4.424 2.072
F 1.940 3.199 2.494
F 1.015 3.065 0.290
F 1.788 5.262 1.013
F -0.302 4.156 1.946
F 1.248 5.274 3.301

Atoms 1-6, force components in eV/Å:
-0.79 0.04 -0.32
0.07 -0.02 0.08
-0.17 -0.02 -0.03
-0.01 0.00 0.02
0.00 0.02 -0.01
0.03 -0.05 -0.05

Calculated values
E_tot = -123523.6208 eV
2S+1 = 2
E_LUMO (spin up / spin down) = -14.25 / -14.25 eV
Energy relative to the best compared isomer or geometry (same formula, charge and spin) = 214.9 kJ/mol
HOMO energy (spin up / spin down) = -19.848 / -19.837 eV
Net charge = +4
⟨S²⟩ = 0.758


# 2
Density functional theory data (wB97M-V/def2-TZVPD) for a molecular structure, C27H39Be2Br2Cl2F2NO2S in a non-equilibrium geometry.

Cartesian coordinates (Å):
C 6.021 1.684 -0.688
C 5.924 3.218 -0.852
C 4.689 3.726 -1.642
S 3.309 2.551 -1.712
C 1.814 3.480 -2.141
C 1.166 4.125 -0.899
C -0.403 4.126 -0.973
C -0.786 4.611 -2.399
C -0.863 2.689 -0.639
C -2.271 2.324 -1.161
C -2.346 0.786 -1.391
C -1.509 0.153 -2.252
C -0.561 -0.939 -1.718
C -1.428 0.496 -3.742
O 3.614 1.616 -3.081
C 3.755 0.290 -2.801
N 4.193 -0.743 -2.698
H 6.246 1.187 -1.641
H 5.164 1.236 -0.166
H 6.894 1.496 -0.045
H 6.804 3.515 -1.440
H 6.048 3.720 0.114
H 4.937 4.068 -2.657
H 4.285 4.617 -1.133
H 2.103 4.268 -2.890
H 1.157 2.773 -2.670
H 1.549 5.135 -0.708
H 1.410 3.481 -0.036
H -0.704 4.901 -0.229
H -0.646 3.857 -3.195
H -1.867 4.828 -2.400
H -0.305 5.570 -2.650
H -0.065 1.988 -0.936
H -0.906 2.632 0.461
H -2.534 2.774 -2.133
H -3.078 2.549 -0.456
H -3.118 0.180 -0.891
H -0.230 -0.625 -0.718
H -1.019 -1.942 -1.672
H 0.350 -0.923 -2.338
H -1.600 -0.413 -4.325
H -0.425 0.928 -3.946
H -2.150 1.291 -3.963
Cl -4.908 -0.414 0.086
C -5.027 -2.107 0.387
C -5.489 -2.609 1.595
Cl -5.993 -1.578 2.868
C -5.546 -3.996 1.786
C -5.148 -4.863 0.771
C -4.697 -4.354 -0.433
C -4.634 -2.977 -0.624
H -5.900 -4.408 2.728
H -5.192 -5.933 0.928
H -4.390 -5.023 -1.226
H -4.277 -2.582 -1.567
C -2.055 -3.465 2.703
C -1.210 -4.066 3.678
C 0.058 -4.384 3.357
C 0.554 -4.103 2.033
C -0.298 -3.489 1.055
C -1.564 -3.183 1.381
H -3.102 -3.216 2.961
H -1.589 -4.265 4.670
H 0.706 -4.848 4.089
H 1.570 -4.372 1.773
H 0.080 -3.277 0.063
H -2.218 -2.724 0.652
Br 2.127 -2.376 2.589
F -2.757 -1.566 3.441
Be 1.960 6.048 -3.833
C 3.649 -2.727 6.159
O 4.282 -3.763 6.648
H 3.052 -2.925 5.229
H 2.871 -2.256 6.802
H 4.265 -1.861 5.828
Be 2.752 -0.136 -0.813
Br -4.390 -4.369 4.216
F -0.162 4.884 1.477

Atoms 1-6, force components in eV/Å:
0.73 0.43 0.42
0.32 -0.63 -0.61
0.34 0.63 -0.32
-0.63 0.53 1.19
0.09 0.72 -1.00
-0.13 -0.80 0.88

Calculated values
E_tot = -216393.7199 eV
2S+1 = 1
E_LUMO = -5.68 eV
Energy relative to the best compared isomer or geometry (same formula, charge and spin) = 0.0 kJ/mol
HOMO energy = -7.124 eV
Net charge = 0


# 3
Density functional theory data (wB97M-V/def2-TZVPD) for a molecular structure, C27H39CoN3O2Si4Te2 in a non-equilibrium geometry.

Cartesian coordinates (Å):
Co -0.355 0.100 -0.241
O 6.435 -0.530 1.564
N 5.732 -0.052 2.428
O 6.119 0.384 3.488
C 4.301 -0.017 2.204
C 3.499 0.031 3.311
C 2.088 0.007 3.206
C 1.231 0.023 4.322
C -0.128 0.010 4.120
C -0.621 -0.037 2.817
N 0.162 -0.070 1.752
C 1.500 -0.039 1.926
C 2.333 -0.036 0.761
N 1.707 -0.029 -0.434
C 2.432 0.018 -1.537
C 3.821 0.070 -1.518
C 4.485 0.041 -0.310
C 3.745 -0.026 0.883
H 3.948 0.088 4.291
H 1.649 0.042 5.316
H -0.814 0.025 4.950
H -1.686 -0.052 2.628
H 1.882 0.017 -2.468
H 4.368 0.130 -2.444
H 5.562 0.063 -0.287
C -4.388 -1.865 -3.760
Si -3.290 -3.423 -3.890
C -4.345 -4.869 -4.537
C -1.883 -3.096 -5.142
Si -2.444 -4.166 -1.755
Te -1.155 -2.088 -0.768
Si -4.116 -4.586 -0.049
C -3.371 -4.773 1.702
C -4.973 -6.224 -0.510
C -5.435 -3.204 0.010
Si -0.708 -5.863 -1.854
C -1.450 -7.430 -2.648
C -0.042 -6.312 -0.118
C 0.785 -5.295 -2.905
H -4.710 -1.538 -4.746
H -3.863 -1.035 -3.296
H -5.281 -2.059 -3.174
H -4.726 -4.648 -5.529
H -5.200 -5.065 -3.898
H -3.770 -5.786 -4.607
H -2.278 -2.675 -6.063
H -1.370 -4.016 -5.402
H -1.144 -2.402 -4.757
H -2.734 -5.648 1.772
H -4.158 -4.885 2.445
H -2.777 -3.909 1.982
H -4.287 -7.063 -0.477
H -5.407 -6.192 -1.503
H -5.778 -6.439 0.188
H -4.988 -2.220 0.113
H -6.106 -3.347 0.854
H -6.046 -3.198 -0.888
H -2.308 -7.802 -2.098
H -0.714 -8.228 -2.673
H -1.768 -7.257 -3.671
H -0.780 -6.841 0.475
H 0.257 -5.426 0.433
H 0.831 -6.956 -0.196
H 0.515 -5.151 -3.946
H 1.582 -6.035 -2.876
H 1.195 -4.361 -2.534
Te -0.734 2.515 -0.393
C -1.991 3.896 -1.415
C -1.642 5.234 -1.268
C -2.423 6.224 -1.830
C -3.561 5.885 -2.546
C -3.900 4.551 -2.704
C -3.120 3.552 -2.142
H -0.756 5.499 -0.707
H -2.145 7.260 -1.704
H -4.181 6.658 -2.974
H -4.784 4.288 -3.265
H -3.404 2.516 -2.273

Atoms 1-6, force components in eV/Å:
-0.11 0.88 -0.25
0.15 -0.11 -0.05
0.39 0.11 0.38
0.25 0.03 0.06
-1.50 0.06 0.70
0.93 -0.04 -0.46

Calculated values
E_tot = -120915.3774 eV
2S+1 = 5
E_LUMO (spin up / spin down) = -3.81 / -4.97 eV
HOMO energy (spin up / spin down) = -10.261 / -10.169 eV
Net charge = +1
⟨S²⟩ = 6.038


# 4
Density functional theory data (wB97M-V/def2-TZVPD) for 7 unconnected molecules or ions with the total composition C27H39F3O21.

Cartesian coordinates (Å):
C -5.604 1.934 0.108
C -4.508 1.735 -0.947
C -3.246 1.057 -0.379
C -3.159 -0.446 -0.733
C -3.614 -1.311 0.447
C -1.767 -0.879 -1.215
C -0.837 -1.109 -0.034
O 0.522 -1.075 -0.509
C 1.484 -1.235 0.374
F 1.832 -2.535 0.539
F 1.205 -0.769 1.609
F 2.598 -0.606 -0.032
O -1.206 0.118 -2.080
C -0.848 -0.256 -3.314
O -0.459 -1.339 -3.629
H -5.457 2.884 0.623
H -5.582 1.141 0.852
H -6.591 1.968 -0.352
H -4.907 1.137 -1.770
H -4.243 2.714 -1.349
H -2.363 1.593 -0.716
H -3.296 1.144 0.709
H -3.856 -0.653 -1.548
H -4.637 -1.038 0.701
H -3.014 -1.138 1.341
H -3.601 -2.379 0.216
H -1.858 -1.818 -1.763
H -0.991 -0.324 0.707
H -1.070 -2.077 0.405
H -0.931 0.587 -4.010
O -7.016 -0.723 0.616
C -7.481 -1.548 1.334
O -7.340 -1.556 2.678
C -8.190 -2.567 3.223
C -8.367 -3.502 2.039
O -8.206 -2.614 0.928
H -7.710 -3.027 4.082
H -9.130 -2.105 3.530
H -7.586 -4.263 1.993
H -9.343 -3.977 1.994
O 8.305 1.939 -2.004
C 7.299 1.312 -1.962
O 6.602 1.032 -0.838
C 5.339 0.469 -1.212
C 5.629 -0.086 -2.595
O 6.680 0.780 -3.043
H 5.039 -0.284 -0.490
H 4.593 1.264 -1.236
H 6.007 -1.109 -2.568
H 4.783 -0.032 -3.274
O -3.010 3.766 0.755
C -1.955 4.305 0.710
O -1.718 5.585 1.084
C -0.306 5.804 1.098
C 0.192 4.737 0.138
O -0.810 3.726 0.270
H -0.087 6.820 0.780
H 0.062 5.653 2.114
H 0.207 5.083 -0.897
H 1.164 4.329 0.399
O -3.611 -3.426 3.472
C -2.438 -3.525 3.631
O -1.505 -2.857 2.908
C -0.223 -3.061 3.516
C -0.436 -4.347 4.293
O -1.845 -4.308 4.556
H 0.548 -3.134 2.755
H -0.008 -2.215 4.170
H -0.222 -5.234 3.695
H 0.121 -4.396 5.224
O 2.991 -3.609 4.916
C 3.617 -2.879 4.218
O 4.278 -3.256 3.100
C 4.685 -2.079 2.396
C 4.729 -1.041 3.504
O 3.755 -1.549 4.422
H 5.643 -2.245 1.910
H 3.930 -1.851 1.644
H 5.699 -1.000 4.000
H 4.444 -0.042 3.183
O 3.854 3.167 -7.783
C 4.902 3.086 -7.234
O 6.046 2.646 -7.809
C 7.136 2.903 -6.917
C 6.436 2.971 -5.572
O 5.125 3.418 -5.940
H 7.870 2.106 -6.990
H 7.599 3.851 -7.195
H 6.354 1.996 -5.094
H 6.888 3.673 -4.877

Atoms 1-6, force components in eV/Å:
0.16 0.32 -0.11
-0.11 0.03 0.26
-0.25 -0.24 -0.04
0.02 0.09 0.10
-0.17 0.05 -0.07
0.16 -0.45 0.30

Calculated values
SMILES string = CCC[C@H](C)[C@H](COC(F)(F)F)OC=O.O=C1OCCO1.O=C1OCCO1.O=C1OCCO1.O=C1OCCO1.O=C1OCCO1.O=C1OCCO1
E_tot = -79782.2904 eV
2S+1 = 1
E_LUMO = -0.08 eV
HOMO energy = -10.264 eV
Net charge = 0